1.
This record from the Open Molecules 2025 dataset describes a structure of composition C49H51BrGdN5O3. The level of theory is ωB97M-V with the def2-TZVPD basis set.

Structure (ORCA input):
```
! RIJCOSX wB97M-V def2-TZVPD def2/J DEFGRID3
* xyz 0 8
Gd 1.06 1.03 0.61
C 3.10 3.23 0.95
C 2.82 2.89 -0.40
C 1.50 3.34 -0.70
C 1.00 3.99 0.47
C 1.99 3.93 1.47
C 1.99 4.69 2.77
C -0.28 4.78 0.51
C 0.83 3.46 -2.05
C 3.91 2.45 -1.36
C 4.45 3.11 1.60
H 2.23 4.06 3.64
H 1.03 5.16 2.96
H 2.74 5.49 2.74
H -1.11 4.24 0.06
H -0.17 5.73 -0.03
H -0.57 5.02 1.53
H -0.09 2.87 -2.13
H 1.51 3.16 -2.86
H 0.56 4.50 -2.24
H 3.55 2.39 -2.39
H 4.34 1.49 -1.08
H 4.70 3.20 -1.35
H 4.83 2.08 1.55
H 4.41 3.41 2.64
H 5.18 3.75 1.09
N 1.39 0.32 -1.88
C 2.13 -0.75 -2.50
C 2.05 -0.87 -3.88
C 2.75 -1.84 -4.57
C 3.59 -2.68 -3.86
C 3.69 -2.55 -2.49
C 2.92 -1.63 -1.75
C 3.06 -1.65 -0.28
C 3.35 -2.90 0.29
C 3.73 -3.03 1.61
C 3.94 -1.88 2.35
C 3.57 -0.66 1.80
C 3.03 -0.47 0.51
H 2.00 1.14 -1.89
H 0.59 0.53 -2.48
H 1.43 -0.17 -4.44
H 2.68 -1.91 -5.65
H 4.18 -3.42 -4.37
H 4.39 -3.18 -1.97
H 3.22 -3.80 -0.29
H 3.91 -4.00 2.04
H 4.35 -1.93 3.35
H 3.76 0.22 2.42
C -3.44 -5.06 -2.55
O -3.40 -3.91 -1.75
C -4.31 -2.91 -2.00
C -5.38 -3.01 -2.87
C -6.23 -1.93 -3.07
C -6.00 -0.75 -2.40
C -4.93 -0.62 -1.53
C -4.08 -1.70 -1.30
N -2.98 -1.71 -0.45
C -2.17 -0.68 0.04
N -2.82 0.29 0.69
C -2.38 1.25 1.64
C -1.05 1.65 1.78
C -0.86 2.54 2.87
C -1.87 3.01 3.67
C -3.18 2.62 3.46
C -3.44 1.72 2.44
O -4.70 1.22 2.14
C -5.76 1.55 2.99
N -0.87 -0.78 -0.06
C -0.44 -1.83 -0.91
C 0.19 -2.96 -0.41
C 0.51 -4.02 -1.25
C 0.18 -3.96 -2.59
C -0.45 -2.84 -3.11
C -0.75 -1.78 -2.28
O -1.36 -0.61 -2.69
C -1.89 -0.56 -3.99
H -2.59 -5.66 -2.23
H -3.33 -4.81 -3.61
H -4.36 -5.63 -2.41
H -5.56 -3.93 -3.41
H -7.06 -2.03 -3.75
H -6.65 0.10 -2.56
H -4.74 0.33 -1.04
H -2.45 -2.56 -0.59
H -3.82 0.14 0.78
H 0.14 2.89 3.09
H -1.65 3.70 4.48
H -3.97 3.00 4.09
H -6.63 1.03 2.59
H -5.96 2.63 3.00
H -5.58 1.21 4.01
H 0.42 -3.02 0.65
H 0.99 -4.89 -0.84
H 0.40 -4.80 -3.24
H -0.71 -2.82 -4.15
H -2.35 0.43 -4.08
H -2.65 -1.33 -4.14
H -1.11 -0.66 -4.75
Br 2.34 -1.68 7.28
C 1.87 -0.83 5.65
C 0.96 -1.42 4.79
C 0.69 -0.79 3.59
N 1.26 0.36 3.22
C 2.11 0.93 4.08
C 2.45 0.38 5.30
H 0.48 -2.35 5.04
H -0.01 -1.21 2.88
H 2.54 1.87 3.75
H 3.15 0.88 5.96
*
```

For the total energy, the calculation gives -5736.92525 Eh. The calculation puts the frontier orbital gap (alpha / beta) at 6.22 / 7.20 eV. The HOMO energy (alpha / beta) comes out at -6.7 / -6.8 eV. The value obtained for the LUMO energy (alpha / beta) is -0.0194 / 0.0133 Eh.


2.
This record from the Open Molecules 2025 dataset describes a structure of composition C49H52As2Br2MnN4O6S4. The level of theory is ωB97M-V with the def2-TZVPD basis set.

Structure (ORCA input):
```
! RIJCOSX wB97M-V def2-TZVPD def2/J DEFGRID3
* xyz 0 6
Mn -1.19 1.39 0.39
Br -2.69 3.22 -2.01
C -4.49 2.74 -1.55
Br -4.92 0.95 -2.11
H -5.16 3.43 -2.06
H -4.53 2.81 -0.46
N -1.35 0.21 -1.10
S -1.28 -1.15 -1.62
N 0.13 -1.92 -1.68
S 0.99 -2.57 -0.55
N 1.13 -1.91 0.88
S 1.52 -0.35 1.08
N 0.62 0.73 0.73
C 3.09 -0.10 0.27
C 4.32 -0.18 0.90
C 5.48 0.02 0.15
C 5.39 0.27 -1.21
C 4.15 0.35 -1.83
C 2.99 0.18 -1.09
C 1.86 -0.43 2.83
C 1.35 0.62 3.58
C 1.54 0.63 4.95
C 2.22 -0.41 5.56
C 2.71 -1.47 4.81
C 2.52 -1.49 3.44
C 0.22 -4.10 -0.07
C 0.29 -4.58 1.24
C -0.15 -5.87 1.50
C -0.66 -6.67 0.49
C -0.69 -6.19 -0.81
C -0.24 -4.92 -1.10
C 2.48 -2.82 -1.27
C 2.64 -2.82 -2.69
C 3.82 -3.25 -3.23
C 4.88 -3.72 -2.44
C 4.70 -3.76 -1.05
C 3.54 -3.34 -0.46
C -2.49 -2.26 -0.94
C -3.53 -2.77 -1.71
C -4.45 -3.61 -1.11
C -4.34 -3.93 0.23
C -3.32 -3.38 1.00
C -2.40 -2.53 0.42
C -1.61 -1.17 -3.38
C -1.50 -2.34 -4.12
C -1.72 -2.29 -5.48
C -2.04 -1.08 -6.09
C -2.14 0.08 -5.34
C -1.93 0.03 -3.96
H 4.40 -0.38 1.96
H 6.44 -0.04 0.63
H 6.29 0.40 -1.79
H 4.08 0.54 -2.89
H 2.01 0.25 -1.55
H 0.80 1.40 3.08
H 1.13 1.44 5.54
H 2.36 -0.40 6.64
H 3.23 -2.29 5.30
H 2.87 -2.33 2.85
H 0.64 -3.94 2.03
H -0.11 -6.24 2.52
H -1.01 -7.66 0.71
H -1.08 -6.81 -1.61
H -0.25 -4.55 -2.12
H 1.85 -2.44 -3.32
H 3.94 -3.22 -4.31
H 5.80 -4.05 -2.88
H 5.50 -4.13 -0.42
H 3.42 -3.39 0.61
H -3.62 -2.51 -2.76
H -5.26 -4.01 -1.70
H -5.06 -4.59 0.69
H -3.25 -3.60 2.05
H -1.64 -2.06 1.03
H -1.24 -3.28 -3.64
H -1.64 -3.19 -6.08
H -2.20 -1.04 -7.16
H -2.39 1.02 -5.81
H -2.02 0.91 -3.35
O -1.86 5.04 3.00
As -2.53 3.70 2.09
O -3.52 4.29 0.94
O -1.11 2.86 1.60
C -3.30 2.70 3.54
C -3.62 3.40 4.70
C -4.18 2.74 5.79
C -4.42 1.38 5.72
C -4.11 0.67 4.57
C -3.55 1.33 3.49
S -3.14 0.33 2.08
O -1.73 -0.03 2.21
O -4.09 -0.74 2.03
O -3.20 1.29 0.92
H -1.96 5.82 2.44
H -3.41 4.46 4.75
H -4.42 3.30 6.68
H -4.86 0.87 6.57
H -4.32 -0.38 4.50
C 2.54 3.61 1.29
C 2.51 3.61 -0.23
As 0.67 3.46 -0.89
C 0.00 5.25 -0.39
C 0.74 6.45 -0.95
C 0.89 3.67 -2.85
C 2.25 4.10 -3.36
H 3.57 3.66 1.66
H 2.08 2.70 1.69
H 2.00 4.45 1.71
H 3.08 2.78 -0.63
H 2.94 4.53 -0.63
H -0.01 5.25 0.70
H -1.05 5.26 -0.70
H 1.78 6.49 -0.61
H 0.27 7.38 -0.62
H 0.75 6.46 -2.04
H 0.12 4.38 -3.17
H 0.61 2.71 -3.29
H 2.54 5.09 -2.99
H 2.27 4.15 -4.45
H 3.04 3.40 -3.06
*
```

For the total energy, the calculation gives -14931.95025 Eh. The calculation puts the frontier orbital gap (alpha / beta) at 3.74 / 8.22 eV. The HOMO energy (alpha / beta) comes out at -4.6 / -7.9 eV. The value obtained for the LUMO energy (alpha / beta) is -0.0324 / 0.0119 Eh.


3.
This record from the Open Molecules 2025 dataset describes a structure of composition C49H52BF10IN9O4P2RbS5. The level of theory is ωB97M-V with the def2-TZVPD basis set.

Structure (ORCA input):
```
! RIJCOSX wB97M-V def2-TZVPD def2/J DEFGRID3
* xyz -2 1
Rb -1.89 -1.07 -1.53
C -4.79 4.27 -5.68
C -4.86 2.79 -5.31
N -4.61 2.54 -3.91
C -3.34 2.37 -3.39
S -3.21 2.50 -1.67
N -2.40 2.26 -4.29
N -1.23 1.64 -4.13
C -0.30 2.18 -4.84
C -0.52 3.50 -5.53
C 1.02 1.53 -5.02
C 1.92 2.09 -5.93
C 3.16 1.52 -6.13
C 3.50 0.39 -5.41
C 2.55 -0.11 -4.53
N 1.34 0.42 -4.34
H -5.00 4.42 -6.74
H -3.78 4.65 -5.47
H -5.51 4.85 -5.09
H -4.12 2.24 -5.88
H -5.85 2.39 -5.57
H -5.26 2.91 -3.24
H -1.46 3.92 -5.19
H -0.58 3.38 -6.62
H 0.29 4.20 -5.30
H 1.64 2.97 -6.49
H 3.86 1.95 -6.84
H 4.47 -0.09 -5.52
H 2.78 -0.98 -3.93
C 0.64 -1.44 6.70
S -0.10 -0.82 5.17
C 0.99 -1.72 4.03
C 0.56 -1.59 2.57
C 0.45 -0.17 2.02
N 1.79 0.57 1.97
P 2.85 -0.04 0.66
C 4.24 1.20 0.59
C 4.15 2.19 -0.41
C 5.14 3.15 -0.57
C 6.25 3.15 0.27
C 6.36 2.17 1.25
C 5.38 1.20 1.40
C 3.80 -1.35 1.55
C 4.31 -2.41 0.79
C 5.00 -3.45 1.39
C 5.21 -3.44 2.76
C 4.75 -2.38 3.52
C 4.05 -1.34 2.92
P 1.80 2.35 1.86
C 3.08 2.67 3.15
C 3.84 3.84 3.01
C 4.82 4.17 3.93
C 5.08 3.32 5.00
C 4.34 2.15 5.15
C 3.35 1.83 4.23
C 0.39 3.12 2.76
C 0.13 3.01 4.12
C -0.88 3.76 4.70
C -1.62 4.66 3.92
C -1.36 4.78 2.57
C -0.36 4.00 1.99
H 0.18 -0.90 7.53
H 1.71 -1.26 6.70
H 0.44 -2.51 6.81
H 0.95 -2.78 4.31
H 2.00 -1.35 4.18
H -0.41 -2.06 2.44
H 1.26 -2.17 1.97
H -0.20 0.41 2.66
H -0.12 -0.31 1.06
H 3.29 2.19 -1.06
H 5.03 3.90 -1.35
H 7.02 3.90 0.15
H 7.22 2.17 1.91
H 5.51 0.44 2.16
H 4.14 -2.41 -0.28
H 5.36 -4.28 0.79
H 5.74 -4.27 3.24
H 4.93 -2.36 4.59
H 3.69 -0.51 3.51
H 3.64 4.49 2.16
H 5.40 5.07 3.81
H 5.85 3.56 5.72
H 4.54 1.48 5.98
H 2.76 0.92 4.34
H 0.71 2.33 4.74
H -1.10 3.65 5.75
H -2.41 5.24 4.38
H -1.94 5.45 1.95
H -0.17 4.08 0.92
F -7.20 -3.19 -2.36
C -6.50 -2.06 -2.52
F -6.47 -1.72 -3.80
F -7.14 -1.09 -1.84
S -4.77 -2.22 -1.78
O -3.90 -1.68 -2.79
O -4.88 -1.48 -0.55
N -4.56 -3.76 -1.49
S -4.39 -4.77 -2.72
O -4.99 -4.31 -3.95
O -4.63 -6.11 -2.30
C -2.58 -4.76 -3.11
F -2.21 -3.64 -3.78
F -2.36 -5.83 -3.91
F -1.85 -4.88 -2.02
I 2.24 -6.73 -0.29
C 1.55 -5.22 -1.54
C 1.45 -5.45 -2.91
C 0.97 -4.42 -3.71
C 0.63 -3.22 -3.11
N 0.75 -2.99 -1.81
C 1.19 -3.98 -1.02
H 1.71 -6.41 -3.33
H 0.85 -4.56 -4.78
H 0.25 -2.39 -3.71
H 1.24 -3.79 0.04
C -5.26 -1.28 3.42
N -5.49 -0.34 2.34
C -6.70 -0.07 1.71
C -6.44 0.81 0.73
N -5.09 1.09 0.78
C -4.48 0.36 1.75
S -2.86 0.36 2.21
H -6.22 -1.65 3.77
H -4.72 -0.79 4.22
H -4.65 -2.11 3.07
H -7.62 -0.55 2.00
H -7.10 1.24 -0.01
H -4.57 1.60 0.06
F -1.84 -4.63 2.37
B -0.90 -4.59 1.31
F 0.43 -4.38 1.84
F -0.91 -5.80 0.57
F -1.21 -3.50 0.43
*
```

For the total energy, the calculation gives -6711.49591 Eh. The calculation puts the frontier orbital gap at 6.41 eV. The HOMO energy comes out at -3.0 eV. The value obtained for the LUMO energy is 0.1273 Eh.


4.
This record from the Open Molecules 2025 dataset describes a structure of composition C49H52Ge2HfI5S8Sb. The level of theory is ωB97M-V with the def2-TZVPD basis set.

Structure (ORCA input):
```
! RIJCOSX wB97M-V def2-TZVPD def2/J DEFGRID3
* xyz -2 1
Hf -1.23 -2.69 -2.04
S 2.12 -1.28 -6.92
Sb 2.26 -2.71 -5.16
S 0.02 -3.27 -4.13
S -2.33 -3.66 -3.95
S 3.60 -4.47 -5.65
I -0.86 -5.79 -1.86
C 1.07 -6.42 -1.15
I 2.77 -5.68 -2.18
H 1.09 -7.49 -1.30
H 1.15 -6.18 -0.10
C 3.94 2.40 -5.00
C 2.57 2.67 -4.42
C 2.42 3.29 -3.19
C 1.16 3.49 -2.63
C 1.03 4.19 -1.30
C 0.03 3.05 -3.32
C 0.15 2.46 -4.58
C -1.04 2.02 -5.40
C 1.43 2.28 -5.11
C -1.30 3.29 -2.68
C -2.06 4.37 -3.11
C -3.28 4.67 -2.51
C -3.73 3.92 -1.45
C -3.00 2.82 -0.98
C -1.77 2.48 -1.61
Ge -1.03 0.66 -1.32
S -2.06 -0.51 -2.84
S 1.18 0.11 -1.28
Ge 0.61 -1.16 0.51
S 0.39 -3.18 -0.25
S -1.36 -0.12 0.77
C 1.72 -1.20 2.17
C 1.32 -2.08 3.21
C 2.12 -2.25 4.34
C 3.32 -1.58 4.46
C 3.71 -0.70 3.48
C 2.92 -0.47 2.34
C 3.49 0.60 1.46
C 4.51 0.30 0.55
C 4.88 -1.13 0.22
C 5.22 1.35 -0.03
C 4.96 2.67 0.28
C 5.84 3.79 -0.24
C 3.89 2.95 1.14
C 3.15 1.94 1.72
C 2.00 2.27 2.65
C 0.02 -2.82 3.20
C -0.01 -4.19 2.90
C 1.25 -4.98 2.66
C -1.24 -4.84 2.87
C -2.43 -4.19 3.16
C -3.75 -4.90 3.09
C -2.36 -2.85 3.54
C -1.16 -2.16 3.58
C -1.13 -0.73 4.11
C -3.54 2.07 0.20
C -4.52 1.09 0.05
C -5.07 0.69 -1.30
C -5.02 0.45 1.19
C -4.60 0.79 2.46
C -5.18 0.13 3.69
C -3.61 1.77 2.59
C -3.07 2.41 1.48
C -1.97 3.42 1.65
H 4.72 2.87 -4.40
H 4.01 2.76 -6.03
H 4.13 1.32 -5.04
H 3.29 3.60 -2.64
H 1.93 4.76 -1.08
H 0.88 3.47 -0.49
H 0.17 4.87 -1.29
H -1.92 1.85 -4.78
H -0.81 1.09 -5.93
H -1.29 2.78 -6.15
H 1.53 1.79 -6.08
H -1.69 4.97 -3.94
H -3.87 5.50 -2.88
H -4.67 4.15 -0.96
H 1.78 -2.93 5.12
H 3.95 -1.73 5.34
H 4.63 -0.13 3.58
H 4.15 -1.84 0.59
H 5.85 -1.39 0.64
H 4.95 -1.26 -0.87
H 6.02 1.11 -0.73
H 6.59 3.41 -0.93
H 6.35 4.28 0.59
H 5.25 4.55 -0.76
H 3.65 3.98 1.37
H 1.92 3.35 2.78
H 2.14 1.81 3.63
H 1.05 1.90 2.25
H 2.12 -4.34 2.51
H 1.15 -5.61 1.78
H 1.45 -5.64 3.51
H -1.27 -5.89 2.59
H -3.62 -5.98 2.96
H -4.34 -4.53 2.25
H -4.34 -4.73 4.01
H -3.28 -2.33 3.81
H -2.07 -0.49 4.61
H -0.99 0.00 3.30
H -0.31 -0.60 4.81
H -4.44 1.03 -2.12
H -6.07 1.13 -1.45
H -5.16 -0.40 -1.37
H -5.75 -0.35 1.06
H -6.07 -0.46 3.43
H -5.46 0.87 4.44
H -4.46 -0.55 4.15
H -3.25 2.03 3.58
H -1.82 3.66 2.71
H -2.17 4.34 1.10
H -1.02 3.01 1.27
I -3.50 -3.10 -0.41
I -3.71 -5.56 -3.22
I -5.87 -7.53 -2.91
*
```

For the total energy, the calculation gives -11015.02423 Eh. The calculation puts the frontier orbital gap at 5.30 eV. The HOMO energy comes out at -2.5 eV. The value obtained for the LUMO energy is 0.1019 Eh.